The following is a quantum chemistry calculation of the molecule C4H5FS3 at a distorted geometry, from the Open Molecules 2025 dataset.

Computed properties:
Charge   0
Maximum force   3.5 eV/Å
ΔE to the lowest compared entry with this formula, charge and spin   1.551 eV
Frontier orbital gap   8.5352 eV

Last column: Löwdin charge in e.
CARTESIAN COORDINATES (ANGSTROEM)
C  3.476  0.590  0.438  -0.43
C  0.821  -0.013  -0.186  -1.36
C  -2.081  -0.225  -0.555  -0.47
C  -2.903  -0.229  0.482  -0.22
H  2.975  1.363  1.020  0.00
H  3.881  0.882  -0.654  0.09
H  4.386  0.066  1.008  0.07
H  -2.244  0.443  -1.376  0.07
H  -2.985  -0.854  1.305  0.10
F  -4.018  0.525  0.514  0.02
S  2.374  -0.840  0.166  0.75
S  0.407  1.579  -0.283  0.60
S  -0.640  -1.199  -0.320  0.78

***

The following is a quantum chemistry calculation of the molecule C4H5NO at a distorted geometry, from the Open Molecules 2025 dataset.

Computed properties:
Charge   0
Maximum force   10.2 eV/Å
⟨S²⟩   2.011
ΔE to the lowest compared entry with this formula, charge and spin   3.626 eV
Frontier orbital gap (spin up / spin down)   5.2357 / 7.4874 eV
Multiplicity   3

Last column: Löwdin charge in e.
CARTESIAN COORDINATES (ANGSTROEM)
C  -2.154  1.189  -0.015  0.05
C  -1.777  0.041  0.080  -0.28
C  0.595  -0.853  0.069  -0.06
C  1.024  0.330  0.097  -0.26
N  -0.955  -1.015  0.047  0.02
O  2.284  0.728  -0.078  0.02
H  0.335  1.201  0.084  0.13
H  -2.059  1.976  -0.642  -0.03
H  1.188  -1.834  -0.046  0.14
H  -1.504  -1.850  0.380  0.14
H  3.023  0.087  0.024  0.13

***

The following is a quantum chemistry calculation of a cluster of 2 separate species, C5H12O in total at a distorted geometry, from the Open Molecules 2025 dataset.

Computed properties:
Charge   0
Maximum force   1.8 eV/Å
ΔE to the lowest compared entry with this formula, charge and spin   0.995 eV
SMILES string   C=C(C)CC.O
Frontier orbital gap   9.8268 eV

Last column: Löwdin charge in e.
CARTESIAN COORDINATES (ANGSTROEM)
C  -0.626  1.098  -0.938  0.03
C  -0.627  -0.033  -0.249  -0.41
C  -1.303  -1.266  -0.739  -0.08
C  0.010  -0.132  1.140  -0.22
C  0.211  1.211  1.850  -0.11
H  -1.083  1.165  -1.912  0.06
H  -0.039  1.938  -0.600  0.06
H  -0.585  -2.082  -0.915  0.08
H  -1.805  -1.112  -1.688  0.08
H  -1.999  -1.717  -0.028  0.08
H  -0.662  -0.767  1.700  0.10
H  0.989  -0.558  0.939  0.10
H  -0.679  1.835  1.798  0.08
H  1.085  1.725  1.466  0.07
H  0.414  0.964  2.892  0.07
O  2.110  -0.490  -1.769  -0.05
H  1.626  -1.303  -1.633  0.02
H  2.960  -0.477  -1.313  0.04

***

The following is a quantum chemistry calculation of a cluster of 17 separate species, C20H74N8O17 in total at a distorted geometry, from the Open Molecules 2025 dataset.

Computed properties:
Charge   0
Maximum force   11.0 eV/Å
ΔE to the lowest compared entry with this formula, charge and spin   0.793 eV
Frontier orbital gap   8.0072 eV

Last column: Löwdin charge in e.
CARTESIAN COORDINATES (ANGSTROEM)
C  0.711  -3.744  0.885  -0.05
C  0.025  -5.096  1.256  -0.33
O  0.693  -5.622  2.352  -0.08
H  1.730  -3.557  1.254  0.08
H  0.032  -3.003  1.242  0.04
H  0.835  -3.631  -0.200  0.07
H  0.184  -5.780  0.414  0.11
H  -1.026  -5.072  1.574  0.09
H  0.325  -6.496  2.530  0.09
C  3.059  1.481  -3.486  -0.09
C  3.773  0.734  -4.579  -0.26
O  4.543  -0.339  -3.949  -0.07
H  2.212  0.785  -3.217  0.05
H  2.773  2.463  -3.778  0.07
H  3.639  1.691  -2.603  0.06
H  4.349  1.366  -5.132  0.08
H  3.039  0.310  -5.236  0.09
H  3.923  -1.027  -3.783  0.01
C  0.488  -0.651  -1.102  -0.05
C  0.262  -0.367  0.411  -0.32
O  0.268  0.974  0.733  -0.15
H  1.267  0.153  -1.455  0.08
H  -0.476  -0.474  -1.633  0.05
H  0.708  -1.653  -1.527  0.06
H  1.042  -0.877  0.999  0.08
H  -0.675  -0.749  0.816  0.08
H  0.438  1.243  1.688  0.08
C  -0.328  1.648  6.245  -0.69
O  0.972  2.052  6.613  -0.17
N  -0.743  1.756  5.097  0.17
N  -1.242  1.345  7.126  0.14
H  -0.057  1.953  4.328  0.09
H  -1.611  1.296  4.577  0.13
H  -0.968  1.309  8.116  0.12
H  -2.201  1.652  7.094  0.11
C  -0.180  3.371  -2.277  -0.49
O  0.931  4.138  -1.853  -0.10
N  -0.565  2.243  -1.655  0.19
N  -1.026  3.832  -3.167  0.12
H  -0.098  1.745  -0.848  0.09
H  -1.286  1.708  -2.075  0.06
H  -0.712  4.768  -3.494  0.17
H  -2.038  3.690  -3.171  0.14
C  -3.473  -2.747  1.888  -0.64
O  -3.091  -1.530  1.381  -0.12
N  -2.846  -3.199  2.917  0.21
N  -4.466  -3.378  1.364  0.17
H  -2.035  -2.650  3.260  0.11
H  -2.999  -4.127  3.218  0.11
H  -4.831  -3.060  0.450  0.13
H  -4.755  -4.328  1.707  0.15
C  -0.875  1.211  -5.262  -0.57
O  0.072  0.770  -4.307  -0.12
N  -1.311  0.466  -6.239  0.16
N  -1.399  2.409  -5.175  0.13
H  -0.941  -0.449  -6.320  0.10
H  -2.037  0.779  -6.934  0.15
H  -1.076  2.902  -4.267  0.02
H  -1.898  2.940  -5.877  0.11
C  -3.016  3.868  -0.238  -0.16
O  -1.763  3.734  0.346  -0.12
H  -3.352  2.915  -0.618  0.06
H  -2.934  4.617  -0.937  0.05
H  -3.776  4.077  0.475  0.08
H  -1.264  3.193  -0.258  0.00
C  -3.334  0.157  -1.439  -0.15
O  -2.697  0.286  -2.694  -0.13
H  -4.096  0.866  -1.357  0.06
H  -2.703  0.287  -0.598  0.05
H  -3.757  -0.849  -1.408  0.07
H  -3.292  0.776  -3.285  0.09
C  0.922  3.489  2.409  -0.06
O  1.034  2.189  3.028  -0.18
H  0.260  4.067  2.997  0.08
H  0.424  3.368  1.448  0.07
H  1.882  3.869  2.169  0.09
H  1.999  2.053  2.933  0.07
C  2.859  2.127  -0.119  -0.15
O  3.293  3.473  -0.229  -0.10
H  2.458  1.930  0.878  0.05
H  3.589  1.367  -0.388  0.06
H  2.048  1.951  -0.906  0.07
H  2.662  3.947  -0.746  0.02
C  -1.959  -3.280  -1.124  -0.14
O  -1.324  -4.061  -2.158  -0.13
H  -1.823  -3.790  -0.159  0.06
H  -3.022  -3.145  -1.202  0.05
H  -1.617  -2.250  -1.220  0.06
H  -1.758  -4.945  -2.268  0.10
C  -2.682  1.706  2.473  -0.11
O  -2.374  0.525  3.205  -0.18
H  -2.213  1.498  1.504  0.07
H  -2.159  2.534  2.932  0.08
H  -3.735  1.781  2.500  0.08
H  -2.511  -0.156  2.537  0.03
C  0.212  -1.234  4.046  -0.18
O  -1.018  -1.582  4.456  -0.10
H  0.847  -2.089  3.804  0.09
H  0.793  -0.549  4.685  0.09
H  0.031  -0.571  3.132  0.08
H  -1.425  -0.921  4.978  0.06
C  3.680  -0.726  2.827  -0.10
O  3.314  0.650  3.107  -0.16
H  2.798  -1.194  2.394  0.05
H  3.940  -1.233  3.835  0.12
H  4.453  -0.752  2.125  0.04
H  3.737  0.920  3.971  0.12
C  0.916  -2.508  -3.963  -0.20
O  1.877  -1.556  -3.979  -0.12
H  0.835  -3.154  -2.975  0.09
H  1.235  -3.060  -4.818  0.07
H  -0.143  -2.125  -4.095  0.09
H  1.422  -0.763  -4.128  -0.01
C  3.780  -1.229  -0.689  -0.15
O  4.012  -2.375  -1.490  -0.08
H  2.981  -1.387  0.000  0.04
H  3.395  -0.462  -1.465  0.08
H  4.693  -0.858  -0.287  0.08
H  4.340  -2.994  -0.891  0.04

***

The following is a quantum chemistry calculation of a structure of composition C2HBeFO2 at a distorted geometry, from the Open Molecules 2025 dataset.

Computed properties:
Charge   +1
Maximum force   4.7 eV/Å
⟨S²⟩   0.755
ΔE to the lowest compared entry with this formula, charge and spin   0.000 eV
Frontier orbital gap (spin up / spin down)   8.8224 / 8.8453 eV
Multiplicity   2

Last column: Löwdin charge in e.
CARTESIAN COORDINATES (ANGSTROEM)
H  0.702  -1.818  0.376  0.05
C  -1.057  -0.136  -0.224  0.07
C  -0.006  0.791  -0.263  -0.35
O  1.162  0.463  -0.009  0.01
O  -2.079  -0.597  0.053  0.35
F  -0.394  2.050  -0.270  0.24
Be  1.672  -0.753  0.337  0.63

***

The following is a quantum chemistry calculation of the ion C4H9N2S with charge +1 at a distorted geometry, from the Open Molecules 2025 dataset.

Computed properties:
Charge   +1
Maximum force   4.1 eV/Å
ΔE to the lowest compared entry with this formula, charge and spin   3.741 eV
Frontier orbital gap   9.8811 eV

Last column: Löwdin charge in e.
CARTESIAN COORDINATES (ANGSTROEM)
C  -0.409  0.787  -0.110  -0.40
C  -0.284  -0.735  -0.310  -0.05
C  1.944  0.042  -0.587  -0.57
C  -1.804  1.359  0.186  0.00
N  0.568  1.501  -0.400  0.24
N  1.142  -1.022  0.039  -0.01
S  3.489  0.388  0.139  0.86
H  -1.000  -1.427  0.268  0.18
H  -0.256  -0.875  -1.367  0.13
H  2.046  -0.202  -1.715  0.14
H  -2.254  0.939  0.996  0.04
H  -2.432  1.155  -0.651  0.08
H  -1.717  2.482  0.400  0.13
H  1.286  -0.861  1.042  0.16
H  1.213  -2.012  -0.109  0.18
H  2.876  0.735  1.291  -0.10